[1]
{
  "formula": "C11H13Br27N2O6P2",
  "method": "ωB97M-V/def2-TZVPD",
  "homo_lumo_gap_ev": 9.67,
  "total_charge": 0,
  "e_lumo_ha": -0.0129,
  "species": ["N", "C", "O", "N", "P", "P", "O", "O", "O", "C", "O", "O", "H", "H", "H", "H", "C", "Br", "Br", "Br", "H", "C", "Br", "Br", "Br", "H", "C", "Br", "Br", "Br", "H", "C", "Br", "Br", "Br", "H", "C", "Br", "Br", "Br", "H", "C", "Br", "Br", "Br", "H", "C", "Br", "Br", "Br", "H", "C", "Br", "Br", "Br", "H", "C", "Br", "Br", "Br", "H"],
  "xyz": [[6.0276, 4.8693, 2.6363], [5.6760, 3.8990, 2.1708], [5.4177, 2.7592, 1.5150], [5.7026, 1.6708, 2.3618], [4.5091, 0.3994, 2.2710], [2.7119, 1.3606, 3.1118], [1.9682, 0.4316, 3.9698], [1.8040, 2.0539, 1.9459], [3.3052, 2.5407, 4.1067], [7.0087, 1.0752, 2.0785], [7.4968, 1.1366, 1.0209], [7.5739, 0.4254, 3.1399], [4.2613, 0.0377, 0.9102], [1.9765, 1.6230, 1.0858], [3.9549, 2.0630, 4.6538], [6.8986, -0.2009, 3.4637], [6.8268, 5.0207, -1.8827], [6.7148, 4.9445, 0.0483], [5.6188, 3.7569, -2.7066], [6.5552, 6.8139, -2.5482], [7.8320, 4.7276, -2.1608], [-0.4092, 2.3539, -0.7372], [-1.8096, 2.3651, -2.0653], [0.9289, 1.0041, -1.1135], [0.3841, 4.1004, -0.5152], [-0.8685, 2.0891, 0.2088], [-4.4038, -0.6536, -3.6707], [-4.7271, 1.0488, -4.5271], [-2.5244, -1.1017, -3.6434], [-5.1695, -0.7279, -1.9032], [-4.9015, -1.4090, -4.2644], [-6.5356, -2.9979, 1.8147], [-7.9974, -2.9845, 0.5514], [-5.2153, -4.3353, 1.3688], [-5.7439, -1.2491, 2.0166], [-6.9491, -3.2672, 2.7782], [3.7871, 4.7886, -6.4789], [4.7325, 3.1205, -6.7172], [2.6661, 4.7557, -4.9075], [4.9907, 6.2987, -6.4672], [3.1336, 4.9086, -7.3338], [-6.9602, -4.1198, 6.0183], [-8.4516, -4.1230, 4.7885], [-5.6488, -5.4569, 5.5492], [-6.1697, -2.3646, 6.1726], [-7.3507, -4.3831, 6.9934], [-5.5154, -4.6408, -5.2097], [-5.8617, -2.9753, -6.1241], [-3.6301, -5.0532, -5.1845], [-6.2732, -4.6494, -3.4334], [-6.0086, -5.4242, -5.7717], [-1.9619, 0.7597, 4.7060], [-0.8918, 1.5771, 3.3229], [-3.8447, 0.9170, 4.3050], [-1.4475, -1.0727, 5.0278], [-1.7786, 1.3072, 5.6221], [-0.3303, -6.0298, -2.5660], [1.1501, -7.0414, -1.8481], [-1.7350, -5.7872, -1.2634], [0.2485, -4.3443, -3.3114], [-0.7477, -6.6106, -3.3794]],
  "atomic_forces_ev_per_a": [[0.294, 1.912, 1.693], [-0.729, -3.561, -1.197], [-0.005, 1.744, 0.194], [-0.593, -1.448, 0.714], [0.407, -0.589, 0.930], [-1.220, 0.949, 1.126], [0.448, -0.524, -0.708], [1.524, -0.296, 1.040], [0.019, -0.875, -1.996], [-0.242, -0.404, 1.002], [1.078, 0.611, -1.465], [-1.075, 0.005, -0.556], [-0.071, 0.786, 0.121], [-0.165, 0.287, 0.052], [-0.224, 0.433, 0.182], [0.283, 0.286, 0.372], [0.194, -0.089, 0.051], [0.415, 0.729, -1.672], [0.114, 0.146, 0.088], [-0.025, -0.193, 0.082], [-0.108, 0.030, -0.032], [-0.264, 0.241, 0.048], [0.256, -0.033, 0.160], [-0.045, 0.037, -0.065], [-0.035, -0.217, -0.082], [0.071, -0.031, -0.073], [0.067, -0.030, 0.145], [0.068, -0.147, 0.095], [-0.191, -0.013, -0.044], [0.066, 0.033, -0.081], [0.059, 0.101, 0.044], [0.068, 0.049, -0.032], [0.164, -0.007, 0.102], [-0.130, 0.155, 0.003], [-0.044, -0.213, -0.105], [0.029, 0.006, -0.107], [-0.008, 0.023, 0.014], [-0.074, 0.164, 0.051], [0.066, 0.004, -0.152], [-0.101, -0.182, 0.033], [0.064, -0.019, 0.075], [0.090, 0.022, 0.078], [0.067, -0.024, 0.132], [-0.141, 0.169, -0.003], [-0.057, -0.189, -0.109], [0.009, 0.020, -0.100], [-0.014, -0.107, 0.119], [-0.015, -0.163, -0.026], [-0.129, 0.099, 0.017], [0.132, 0.079, -0.158], [0.043, 0.093, 0.021], [0.042, -0.015, -0.116], [-0.342, -0.047, 0.178], [0.077, -0.016, 0.120], [-0.083, 0.200, -0.082], [-0.022, -0.023, -0.098], [-0.058, -0.013, 0.033], [-0.147, 0.130, -0.058], [0.155, 0.016, -0.137], [-0.058, -0.142, 0.070], [0.043, 0.050, 0.071]],
  "nbo_charge": [-0.3537, 0.5360, -0.3477, -0.4639, 0.3189, 2.0594, -1.0645, -0.9820, -0.9484, 0.8600, -0.4961, -0.6740, 0.0160, 0.5179, 0.5057, 0.5000, -0.5003, 0.1134, 0.0743, 0.0806, 0.2232, -0.4998, 0.1176, 0.0659, 0.1044, 0.2319, -0.5003, 0.0774, 0.0842, 0.0952, 0.2235, -0.4984, 0.0820, 0.0851, 0.0923, 0.2226, -0.4961, 0.0867, 0.0944, 0.0927, 0.2244, -0.4973, 0.0867, 0.0985, 0.1024, 0.2270, -0.4961, 0.0897, 0.0914, 0.1043, 0.2271, -0.4918, 0.0933, 0.0779, 0.0989, 0.2255, -0.4973, 0.0911, 0.0973, 0.0873, 0.2232]
}



[2]
{
  "formula": "C11H13Br2F8N2O",
  "method": "ωB97M-V/def2-TZVPD",
  "homo_lumo_gap_ev": 10.59,
  "total_charge": 1,
  "e_lumo_ha": -0.1163,
  "species": ["C", "C", "Br", "C", "N", "C", "C", "N", "C", "Br", "H", "H", "H", "H", "H", "H", "H", "H", "H", "C", "C", "C", "F", "F", "F", "F", "O", "C", "C", "F", "F", "F", "F", "H", "H", "H", "H"],
  "xyz": [[-2.1422, 6.1463, -0.2360], [-2.4654, 4.6772, -0.5185], [-3.4353, 3.8831, 0.9814], [-1.2040, 3.8647, -0.8854], [-1.1633, 2.5029, -0.3557], [-0.5075, 2.0940, 0.7801], [-0.7729, 0.7956, 0.9438], [-1.5780, 0.4218, -0.0741], [-1.8100, 1.4716, -0.8551], [-2.8587, 1.4504, -2.3634], [-2.4556, 6.4161, 0.7590], [-1.0787, 6.3335, -0.3005], [-2.6746, 6.7749, -0.9343], [-3.1541, 4.6047, -1.3417], [-1.1551, 3.7900, -1.9621], [-0.3063, 4.3652, -0.5606], [0.0846, 2.7460, 1.3819], [-0.4279, 0.1446, 1.7187], [-1.9771, -0.4892, -0.2291], [1.4944, -2.8558, -1.0817], [0.4424, -3.9002, -0.6935], [-0.3168, -3.6814, 0.6160], [0.5232, -3.6782, 1.6714], [-1.2157, -4.6694, 0.7789], [0.9765, -5.1301, -0.7030], [-0.5235, -3.8272, -1.6634], [2.8176, -3.1300, -0.7207], [3.2978, -2.7660, 0.5035], [3.6938, -3.9914, 1.3316], [2.6306, -4.8091, 1.4693], [4.0792, -3.5630, 2.5508], [2.4141, -1.9908, 1.1690], [4.4179, -2.0401, 0.3086], [1.4965, -2.8550, -2.1707], [1.1957, -1.8577, -0.7532], [-0.8538, -2.7245, 0.5953], [4.5122, -4.5236, 0.8436]],
  "atomic_forces_ev_per_a": [[-0.142, -0.335, -0.041], [0.202, -0.019, 0.263], [-0.007, -0.028, -0.008], [-0.273, -0.055, 0.133], [0.250, 0.642, -0.298], [0.200, 0.524, 0.087], [0.650, -0.313, 1.049], [-0.656, -0.532, -0.673], [-0.464, -0.295, -0.458], [-0.010, 0.027, 0.010], [-0.085, 0.147, 0.293], [0.236, 0.144, -0.145], [0.003, 0.265, -0.164], [-0.318, -0.095, -0.177], [0.105, -0.015, -0.327], [0.246, 0.057, 0.286], [0.142, 0.307, 0.091], [-0.030, -0.316, 0.105], [-0.058, -0.109, -0.022], [-0.180, 0.378, -0.449], [0.140, -0.122, 0.073], [-0.033, -0.002, 0.274], [-0.533, 0.083, -0.085], [0.034, 0.029, 0.008], [-0.116, 0.036, -0.140], [0.002, 0.016, -0.014], [0.115, -0.370, 0.107], [0.168, 0.023, -0.105], [0.034, -0.028, 0.074], [0.458, -0.101, 0.033], [0.018, -0.081, 0.061], [0.138, 0.188, 0.097], [-0.120, 0.091, 0.051], [-0.002, -0.025, -0.010], [-0.129, -0.084, 0.036], [0.020, -0.012, -0.044], [-0.005, -0.022, 0.027]],
  "nbo_charge": [-0.6350, -0.2443, 0.0119, -0.2402, -0.3073, -0.0252, -0.0492, -0.4789, 0.3240, 0.2427, 0.2475, 0.2164, 0.2406, 0.2284, 0.2437, 0.2375, 0.2619, 0.2658, 0.4565, -0.1291, 0.5936, 0.5388, -0.3155, -0.3086, -0.2935, -0.3341, -0.4995, 0.8486, 0.5014, -0.3172, -0.3162, -0.3310, -0.3139, 0.2345, 0.1876, 0.0973, 0.1601]
}



[3]
{
  "formula": "C11H13BrO",
  "method": "ωB97M-V/def2-TZVPD",
  "de_lowest_kcal_mol": 78.8,
  "homo_lumo_gap_ev": [7.26, 7.35],
  "total_charge": 0,
  "e_lumo_ha": [0.0219, 0.0097],
  "species": ["C", "C", "C", "C", "C", "C", "C", "C", "C", "C", "C", "O", "Br", "H", "H", "H", "H", "H", "H", "H", "H", "H", "H", "H", "H", "H"],
  "xyz": [[-3.2058, 0.6360, -0.8221], [-2.6166, 1.4601, 0.1275], [-2.4703, -0.5559, -1.2060], [-1.3823, 1.1673, 0.6434], [-1.3151, -0.8746, -0.5334], [-0.7647, -0.0449, 0.3805], [2.2816, 0.5348, -1.5374], [1.1870, 0.2985, -2.2568], [1.1416, 0.2892, 2.2783], [2.0330, -2.0752, 1.1706], [0.4775, -0.3515, 1.0311], [1.0411, -1.4803, 0.6678], [-0.0285, 1.6150, -2.6995], [-4.1341, 0.8033, -1.2727], [-3.0608, 2.4741, 0.3716], [-2.6813, -1.2391, -1.9900], [-1.0040, 1.9176, 1.3792], [-0.6504, -1.6627, -0.9600], [2.3557, 1.5750, -1.2307], [3.1492, -0.1294, -1.3852], [2.1542, 0.5887, 2.1616], [1.0428, -0.5219, 3.0353], [0.6689, 1.2205, 2.4835], [2.6780, -1.7949, 2.0285], [0.9371, -0.6639, -2.7615], [2.1662, -3.1859, 0.8962]],
  "atomic_forces_ev_per_a": [[2.112, -2.489, -0.171], [-1.118, 1.618, -0.737], [-0.485, 1.779, 1.461], [-0.208, 1.144, 1.750], [0.482, -1.603, -2.580], [1.683, 1.517, 1.990], [-0.183, 0.590, -0.634], [1.073, -1.908, -0.461], [-1.877, -1.414, -1.629], [3.618, -4.102, 1.339], [1.434, 0.920, 1.375], [-2.213, 0.635, -0.831], [-0.563, 0.701, -0.114], [-1.194, 0.572, -0.542], [0.341, -1.492, -0.245], [-0.995, -0.112, -0.697], [0.071, -0.928, -0.761], [-0.940, 0.261, 0.690], [0.417, -0.173, 0.354], [-0.945, 0.118, -0.007], [1.229, -0.356, -0.416], [0.186, 0.889, 0.157], [-0.848, 0.343, 0.742], [-0.972, 0.620, -0.684], [0.349, 0.813, 0.660], [-0.454, 2.058, -0.013]],
  "nbo_charge": [-0.2301, -0.2068, -0.1883, -0.2005, -0.2159, -0.1264, -0.4267, -0.2965, -0.6795, -0.1650, 0.3080, -0.3675, 0.0756, 0.2115, 0.2150, 0.2130, 0.2088, 0.2163, 0.2040, 0.2269, 0.2218, 0.2234, 0.2283, 0.1664, 0.2180, 0.1661]
}



no.,largest force on an atom (eV/Å),E_tot (eV)
1,3.83,-1936602.9712
2,1.27,-178463.8471
3,5.63,-83702.9764